17
Properties=species:S:1:pos:R:3:forces:R:3:lowdin_charge:R:1 method="wB97M-V/def2-TZVPD" homo_ev=-8.8641 energy_ha=-272.41548 orbital_gap_ha=0.3467
C -1.223502 0.226507 1.187488 -0.07 0.16 0.02 -0.08
C -0.076123 -0.735699 1.207663 0.17 -0.10 0.26 -0.19
C -1.213495 -0.917678 0.213242 -0.22 -0.14 -0.08 -0.17
C -0.241871 -0.710387 -0.969893 -0.09 -0.14 -0.11 -0.17
C 0.027960 0.750003 -1.512403 -0.07 0.13 -0.13 -0.10
C 1.230035 0.790769 -0.548257 0.05 -0.13 -0.14 -0.18
C 0.887018 -0.447675 0.053040 0.05 0.19 -0.01 -0.27
H -1.928847 0.116948 2.008036 0.11 0.01 -0.14 0.11
H -1.066332 1.256562 0.877034 -0.02 -0.17 0.01 0.10
H 0.161829 -1.341592 2.075997 -0.05 0.13 -0.13 0.13
H -2.004927 -1.661504 0.229599 0.15 0.12 0.01 0.13
H -0.238233 -1.498269 -1.725004 0.00 0.12 0.12 0.14
H -0.798193 1.429896 -1.284807 0.09 -0.11 -0.02 0.10
H 0.275234 0.834885 -2.576021 -0.04 0.00 0.15 0.10
H 2.219359 0.996671 -0.944252 -0.13 0.03 0.16 0.09
H 1.870412 0.988766 0.788310 0.10 -0.13 0.08 0.14
H 2.119675 -0.078202 0.920227 -0.02 0.05 -0.05 0.15